{"formula": "C45H120CuN9O15", "method": "wB97M-V/def2-TZVPD", "species": ["Cu", "O", "O", "O", "O", "O", "O", "O", "O", "O", "O", "O", "O", "O", "O", "O", "N", "N", "N", "N", "N", "N", "N", "N", "N", "C", "C", "C", "C", "C", "C", "C", "C", "C", "C", "C", "C", "C", "C", "C", "C", "C", "C", "C", "C", "C", "C", "C", "C", "C", "C", "C", "C", "C", "C", "C", "C", "C", "C", "C", "C", "C", "C", "C", "C", "C", "C", "C", "C", "C", "H", "H", "H", "H", "H", "H", "H", "H", "H", "H", "H", "H", "H", "H", "H", "H", "H", "H", "H", "H", "H", "H", "H", "H", "H", "H", "H", "H", "H", "H", "H", "H", "H", "H", "H", "H", "H", "H", "H", "H", "H", "H", "H", "H", "H", "H", "H", "H", "H", "H", "H", "H", "H", "H", "H", "H", "H", "H", "H", "H", "H", "H", "H", "H", "H", "H", "H", "H", "H", "H", "H", "H", "H", "H", "H", "H", "H", "H", "H", "H", "H", "H", "H", "H", "H", "H", "H", "H", "H", "H", "H", "H", "H", "H", "H", "H", "H", "H", "H", "H", "H", "H", "H", "H", "H", "H", "H", "H", "H", "H", "H", "H", "H", "H", "H", "H", "H", "H", "H", "H"], "positions_angstrom": [[-3.43, -15.64, -4.20], [-5.83, -15.73, -12.88], [-9.16, -8.87, -3.47], [-1.08, -21.85, -1.63], [-5.33, -14.26, -6.56], [-4.54, -8.94, -3.29], [-10.71, -20.14, -1.37], [-9.45, -13.54, 0.04], [-6.36, -21.67, -3.34], [-6.56, -18.62, 2.95], [-12.43, -20.19, -6.93], [-2.47, -16.70, 7.22], [-12.86, -16.61, -3.51], [-6.87, -18.60, -6.50], [-4.41, -16.20, -2.21], [-4.58, -12.89, 0.77], [-4.04, -18.04, 4.20], [-2.41, -17.98, -1.84], [-5.54, -15.14, -9.52], [-9.66, -11.78, -2.67], [-10.25, -18.92, -4.95], [-3.18, -13.92, -1.00], [-3.57, -20.53, -1.73], [-11.25, -21.52, -4.13], [-3.73, -11.01, -1.32], [-3.33, -8.73, -3.97], [-5.13, -10.22, -3.33], [-4.27, -11.32, -2.65], [-1.79, -15.53, 7.63], [-5.21, -12.98, -5.96], [-5.00, -20.35, -1.85], [-4.41, -19.32, 3.62], [-4.59, -10.69, -0.20], [-5.47, -11.85, 0.31], [0.16, -21.31, -2.06], [-9.15, -18.89, -5.89], [-8.96, -11.23, -3.84], [-5.76, -19.40, -6.18], [-6.91, -22.87, -3.81], [-12.05, -21.49, -6.52], [-5.59, -16.71, -2.80], [-9.84, -14.48, 1.01], [-6.50, -14.51, -7.35], [-9.98, -13.81, -1.28], [-11.87, -19.81, -8.18], [-1.93, -22.17, -2.70], [-12.40, -21.62, -5.03], [-12.20, -17.79, -3.93], [-9.64, -19.27, -1.69], [-5.31, -14.10, 0.96], [-6.64, -17.22, -1.80], [-6.25, -15.65, -3.65], [-7.51, -18.10, 2.06], [-5.24, -16.08, -10.59], [-4.79, -15.47, -11.93], [-2.94, -21.05, -2.94], [-3.31, -18.12, 5.45], [-9.72, -7.65, -3.90], [-7.75, -18.50, -5.37], [-9.23, -13.13, -2.42], [-3.06, -16.67, 5.93], [-5.30, -19.02, 2.42], [-9.55, -9.92, -4.31], [-10.43, -21.47, -1.83], [-6.75, -14.66, -13.05], [-6.15, -15.62, -8.32], [-5.79, -21.70, -2.05], [-10.79, -17.63, -4.53], [-11.51, -21.99, -2.76], [-13.33, -15.78, -4.59], [-6.03, -20.42, -5.89], [-3.30, -9.10, -5.00], [-1.93, -15.34, 8.69], [-9.72, -14.86, -1.44], [-9.54, -14.24, 2.02], [-5.31, -19.90, -0.90], [-2.34, -18.58, 5.22], [-5.82, -14.44, 0.05], [-6.02, -16.83, -10.70], [-9.93, -6.95, -3.08], [-4.04, -16.21, 6.13], [-8.37, -17.81, 2.66], [-7.39, -17.76, -2.38], [-9.33, -19.49, -2.72], [-12.48, -20.13, -9.03], [-2.74, -18.99, -1.81], [-10.93, -19.44, -5.48], [-6.85, -13.61, -7.85], [-7.92, -11.09, -3.52], [0.66, -22.02, -2.72], [-12.46, -21.58, -2.40], [-9.47, -11.17, -1.88], [-10.10, -18.29, -1.87], [-3.90, -10.35, 0.57], [-4.92, -17.55, 4.21], [-6.13, -23.61, -4.06], [-6.25, -18.00, -1.15], [-4.35, -16.65, -10.26], [-3.24, -7.65, -4.05], [-3.04, -13.74, -1.99], [-3.31, -21.18, -1.00], [-12.00, -18.73, -8.11], [-10.37, -22.02, -0.89], [-12.62, -15.49, -5.36], [-5.41, -17.55, -3.48], [-6.50, -21.75, -1.22], [-5.32, -19.65, -2.63], [-9.01, -7.19, -4.59], [-6.22, -13.73, -13.25], [-10.94, -14.54, 1.06], [-4.87, -18.28, 1.72], [-10.12, -17.31, -3.72], [-1.55, -17.82, -1.32], [-7.79, -18.74, 1.21], [-6.15, -11.49, 1.07], [-6.25, -14.65, -3.20], [-12.98, -18.27, -4.54], [-11.67, -23.07, -2.63], [-14.27, -16.15, -4.99], [-4.70, -12.32, -2.76], [-5.41, -16.32, -7.88], [-9.22, -18.33, -6.83], [-8.14, -13.19, -2.26], [-3.92, -18.72, 6.13], [-7.42, -14.60, -12.18], [-6.05, -12.15, -0.57], [-7.50, -22.71, -4.72], [-9.38, -13.73, -3.32], [-3.38, -13.04, -0.48], [-5.45, -10.44, -4.36], [-2.10, -17.96, -2.81], [-3.38, -11.45, -3.28], [-2.51, -23.05, -2.39], [-11.07, -13.81, -1.34], [-12.50, -22.23, -7.17], [-13.10, -20.86, -4.67], [-3.91, -15.95, -12.36], [-4.81, -14.47, -9.30], [-13.49, -14.85, -4.05], [-9.49, -15.48, 0.72], [-10.75, -7.63, -4.27], [-5.49, -19.92, 1.82], [-7.41, -14.79, -13.91], [-5.29, -9.88, -0.42], [-10.66, -20.69, -4.06], [-7.09, -17.21, 1.58], [-7.06, -16.37, -1.27], [-7.52, -23.39, -3.06], [-5.25, -19.48, -7.15], [-4.73, -14.41, -11.69], [-0.74, -15.62, 7.35], [-8.81, -19.19, -0.98], [-3.53, -19.92, 3.37], [-10.65, -9.98, -4.38], [-5.86, -15.44, -4.66], [-4.37, -13.08, -5.26], [-2.41, -9.15, -3.54], [-2.21, -14.63, 7.17], [-1.57, -22.63, -3.62], [-10.80, -19.99, -8.29], [0.78, -20.97, -1.24], [-3.15, -17.23, -1.79], [-12.19, -18.45, -3.05], [-3.67, -21.58, -3.56], [-7.73, -17.44, -5.08], [-0.05, -20.41, -2.67], [-4.07, -14.41, -0.92], [-6.96, -16.31, -8.55], [-7.18, -14.96, -6.61], [-10.74, -16.80, -5.24], [-10.96, -21.61, -6.63], [-2.46, -20.32, -3.61], [-4.88, -20.03, 4.31], [-3.15, -10.20, -1.51], [-9.33, -9.76, -5.38], [-5.12, -22.56, -2.00], [-6.10, -12.74, -5.36], [-7.31, -15.89, -3.79], [-9.49, -21.65, -2.37], [-6.13, -13.97, 1.66], [-4.66, -14.87, 1.39], [-6.10, -10.11, -2.85], [-2.46, -14.51, -0.60], [-5.12, -18.90, -5.44], [-4.97, -12.17, -6.65], [-7.43, -19.08, -4.50], [-8.91, -11.98, -4.62], [-9.12, -19.91, -6.30], [-12.76, -22.64, -4.92], [-2.45, -16.14, 5.19]], "homo_energy_ev": -11.3, "charge": 2, "orbital_gap_ev": 3.90, "multiplicity": 1, "e_above_lowest_kcal_mol": 0.0}

{"formula": "C20H12ClFO2S", "method": "wB97M-V/def2-TZVPD", "species": ["Cl", "S", "F", "O", "O", "C", "C", "C", "C", "C", "C", "C", "C", "C", "C", "C", "C", "C", "C", "C", "C", "C", "C", "C", "C", "H", "H", "H", "H", "H", "H", "H", "H", "H", "H", "H", "H"], "positions_angstrom": [[3.29, -1.84, -4.83], [0.36, 3.14, 0.35], [-2.92, -4.30, -0.56], [-0.48, 1.59, -1.80], [1.24, 2.54, 5.50], [0.89, -0.99, -4.04], [-0.36, 1.68, -0.46], [-1.21, -0.60, 0.08], [-0.45, -1.75, 0.26], [-1.04, -2.98, 0.01], [0.82, 2.01, 4.31], [0.47, 0.83, -2.44], [-3.03, -1.91, -0.68], [-0.60, 0.70, 0.42], [0.34, 2.38, 1.86], [0.04, -0.26, -3.24], [1.87, 1.07, -2.39], [1.00, 2.69, 3.11], [0.13, 0.83, 4.17], [2.72, 0.24, -3.20], [-2.49, -0.60, -0.42], [-2.34, -3.08, -0.32], [2.25, -0.76, -4.02], [-0.22, 1.12, 1.78], [-0.48, 0.47, 3.02], [-1.07, -0.41, -3.32], [0.54, -1.77, -4.64], [2.33, 1.87, -1.82], [-3.02, 0.30, -0.58], [0.56, -1.77, 0.64], [0.08, 0.10, 5.05], [-4.03, -2.09, -1.07], [1.54, 3.68, 3.16], [-0.98, -0.51, 2.98], [-0.49, -3.89, 0.20], [3.80, 0.36, -3.21], [0.92, 1.91, 6.15]], "homo_energy_ev": -8.3, "orbital_gap_ev": 8.87, "multiplicity": 1, "e_above_lowest_kcal_mol": 0.0}

{"formula": "C7H18Si3", "method": "wB97M-V/def2-TZVPD", "species": ["Si", "Si", "Si", "C", "C", "C", "C", "C", "C", "C", "H", "H", "H", "H", "H", "H", "H", "H", "H", "H", "H", "H", "H", "H", "H", "H", "H", "H"], "positions_angstrom": [[0.31, 1.78, 2.62], [-1.72, -1.92, -0.63], [-1.93, 1.99, 0.02], [2.31, -1.05, -1.11], [1.39, -0.44, 1.26], [-0.63, 0.60, 0.17], [0.18, 0.50, 1.24], [-0.64, -0.44, -0.86], [-0.46, 0.03, -2.26], [1.46, -1.39, 0.09], [3.31, -1.58, -0.97], [-1.32, -0.02, -2.86], [2.52, -0.07, -1.16], [-3.12, -1.80, -0.51], [-1.17, -2.55, 0.80], [1.84, -1.42, -1.91], [-2.58, 2.62, -1.19], [1.03, -2.44, 0.09], [0.60, 0.99, 3.99], [2.22, 0.15, 1.26], [1.52, 2.54, 2.25], [-0.05, 1.08, -2.34], [-1.35, 3.20, 0.63], [-1.50, -2.69, -1.79], [0.32, -0.57, -2.55], [1.27, -1.13, 2.12], [-0.87, 2.74, 2.74], [-2.94, 1.30, 0.87]], "homo_energy_ev": [-7.5, -7.5], "orbital_gap_ev": [7.67, 7.90], "multiplicity": 1, "e_above_lowest_kcal_mol": 6.8}

{"formula": "C23H20ClNO3OsP", "method": "wB97M-V/def2-TZVPD", "species": ["Os", "Cl", "P", "O", "O", "O", "N", "C", "C", "C", "C", "C", "C", "C", "C", "C", "C", "C", "C", "C", "C", "C", "C", "C", "C", "C", "C", "C", "C", "C", "H", "H", "H", "H", "H", "H", "H", "H", "H", "H", "H", "H", "H", "H", "H", "H", "H", "H", "H", "H"], "positions_angstrom": [[-0.08, -0.21, 2.96], [2.61, 1.37, 2.34], [0.03, 0.54, -0.19], [-0.08, 1.38, 2.95], [-0.80, 0.33, 7.21], [1.37, 0.08, 7.23], [0.26, -0.10, 6.73], [0.79, -1.33, -2.29], [-0.20, 3.26, -0.77], [-4.01, -0.99, -1.97], [-3.11, -1.88, -1.38], [-1.13, -1.54, 3.70], [0.73, 4.43, -2.67], [-2.49, 0.85, -1.51], [-0.05, 4.43, -1.51], [2.46, -0.78, -0.64], [1.38, 3.26, -3.07], [2.98, -2.33, -2.42], [1.13, -0.65, -1.11], [0.97, -1.73, 3.19], [-1.56, -0.05, -0.94], [1.23, 2.08, -2.32], [-3.69, 0.37, -2.05], [-1.88, -1.42, -0.91], [0.11, -1.57, 4.21], [0.26, -1.80, 2.05], [3.37, -1.61, -1.28], [1.68, -2.20, -2.91], [0.40, 2.06, -1.20], [-1.05, -1.67, 2.36], [4.38, -1.70, -0.90], [1.77, 1.19, -2.63], [-0.78, 3.26, 0.16], [3.70, -2.98, -2.93], [-3.35, -2.94, -1.30], [-1.14, -2.16, -0.59], [0.83, 5.34, -3.27], [-2.06, -1.49, 4.27], [0.36, -1.54, 5.26], [0.66, -2.04, 1.07], [-0.56, 5.34, -1.19], [-4.37, 1.08, -2.53], [-4.95, -1.35, -2.39], [1.36, -2.77, -3.79], [2.77, -0.20, 0.24], [-1.89, -1.76, 1.68], [-2.25, 1.91, -1.54], [2.02, 3.26, -3.95], [2.05, -1.85, 3.29], [-0.20, -1.19, -2.74]], "homo_energy_ev": [-10.5, -12.4], "charge": 1, "orbital_gap_ev": [7.73, 5.31], "multiplicity": 5}